No. 1
{
  "formula": "C6H11N3O2S3",
  "method": "ωB97M-V with the def2-TZVPD basis set",
  "symbols": ["C", "C", "C", "C", "C", "C", "N", "N", "N", "O", "O", "S", "S", "S", "H", "H", "H", "H", "H", "H", "H", "H", "H", "H", "H"],
  "coordinates": [[0.851078, -1.212559, 0.180484], [0.494217, -0.402393, 1.239845], [-0.073964, 0.473820, -0.901174], [-1.891036, 1.044706, -2.461339], [0.581343, 1.332163, -3.066720], [-0.405578, 1.482896, -1.918985], [0.530760, -0.663140, -1.005487], [-0.422642, -2.502035, 2.835388], [2.086898, -1.215899, 2.988787], [0.215774, -0.005108, 3.926735], [-0.471636, 2.816632, -1.408037], [-0.314368, 1.017269, 0.720045], [-0.735018, -3.260656, 4.332405], [0.461708, -0.994265, 2.930018], [1.308461, -2.181551, 0.408891], [-2.296573, 0.412787, -1.786915], [-2.505476, 1.982000, -2.644274], [-1.798785, 0.503297, -3.494243], [1.580154, 1.625124, -2.880942], [0.213968, 2.028088, -3.836901], [0.502627, 0.352558, -3.445082], [2.488362, -2.169318, 2.955578], [2.540823, -0.944456, 3.852659], [-0.840883, 3.384701, -2.045094], [-2.100212, -2.904657, 4.524357]],
  "forces_ev_per_angstrom": [[-0.51, 0.75, 1.93], [-1.14, -0.83, 0.57], [0.58, 1.17, 2.38], [2.44, 2.62, -3.93], [-1.59, 1.82, -0.66], [-1.84, -0.57, -2.65], [0.36, -0.56, -1.59], [1.86, 3.14, -0.43], [2.46, -1.85, 0.88], [-0.64, 0.88, 0.26], [1.20, -2.08, 1.93], [0.24, -0.50, 0.54], [-1.17, 0.73, 0.05], [-1.17, -3.47, -0.74], [-0.19, 0.33, -0.95], [-1.75, -1.85, 2.09], [0.60, -1.20, 0.40], [-0.12, 0.91, 1.96], [1.06, 0.06, 0.69], [0.14, -0.25, -0.13], [0.22, -1.18, -0.45], [-1.16, 0.26, -0.86], [-0.66, 1.05, 0.33], [-0.76, 0.88, -1.38], [1.55, -0.24, -0.21]],
  "nbo_charge": [0.01, -0.56, 0.06, -0.60, -0.61, 0.20, -0.44, -1.02, -1.09, -0.90, -0.71, 0.52, 0.15, 2.07, 0.23, 0.21, 0.21, 0.22, 0.22, 0.20, 0.23, 0.41, 0.41, 0.48, 0.10],
  "smiles": "CC(C)(O)c1ncc([S@@](N)(=O)=NS)s1",
  "total_charge": 0,
  "gap_ev": 8.6,
  "e_lumo_ev": 0.244,
  "total_energy_ha": -1744.38890,
  "de_lowest_ev": 0.2238
}

No. 2
{
  "formula": "C11H40NO7",
  "method": "ωB97M-V with the def2-TZVPD basis set",
  "symbols": ["N", "H", "H", "H", "H", "C", "O", "H", "H", "H", "H", "C", "O", "H", "H", "H", "H", "C", "C", "C", "O", "H", "H", "H", "H", "H", "H", "H", "H", "C", "C", "C", "O", "H", "H", "H", "H", "H", "H", "H", "H", "C", "C", "C", "O", "H", "H", "H", "H", "H", "H", "H", "H", "O", "H", "H", "O", "H", "H"],
  "coordinates": [[6.409344, 8.532941, 20.517265], [6.332952, 8.084970, 21.427692], [7.352081, 8.407144, 20.166391], [6.204762, 9.529945, 20.581078], [5.754887, 8.084614, 19.881847], [4.213692, 11.136270, 21.357497], [5.379480, 10.995033, 20.593070], [3.412107, 11.603250, 20.783901], [3.907247, 10.230462, 21.879199], [4.397683, 11.863633, 22.150725], [5.476019, 11.799619, 20.077225], [4.856485, 9.716512, 17.150593], [5.590134, 10.923722, 16.936363], [3.866985, 9.711557, 16.691964], [5.390047, 8.831344, 16.798549], [4.705209, 9.455005, 18.197628], [5.722196, 11.036165, 15.991664], [10.566310, 6.314867, 17.964608], [9.323762, 7.110127, 17.654379], [8.349272, 6.652926, 16.599352], [8.502044, 6.982401, 18.849593], [10.489323, 5.318197, 18.399058], [11.274015, 6.974252, 18.465231], [11.006226, 6.033179, 17.005072], [9.439876, 8.183833, 17.512195], [7.616529, 5.985954, 17.051262], [8.778160, 6.143086, 15.735202], [7.866864, 7.528398, 16.164002], [8.434077, 6.044016, 19.042340], [1.899442, 7.202299, 18.826960], [3.054430, 7.225559, 19.816168], [3.015184, 6.172254, 20.971483], [4.339382, 7.115351, 19.137650], [0.946285, 7.518453, 19.248031], [1.896796, 6.193879, 18.410881], [2.150985, 7.900792, 18.028606], [3.112990, 8.203101, 20.297818], [3.865957, 6.051230, 21.638323], [2.946885, 5.191630, 20.496023], [2.062052, 6.349442, 21.470284], [4.190966, 6.352069, 18.571108], [8.856588, 11.253243, 24.780612], [8.277978, 10.406349, 23.666096], [8.723006, 8.937611, 23.567745], [6.799803, 10.465760, 23.875679], [8.440153, 12.256296, 24.870619], [9.913410, 11.426648, 24.573234], [8.638922, 10.751818, 25.724006], [8.513849, 10.947593, 22.749308], [8.599873, 8.572619, 22.546235], [8.076012, 8.206865, 24.054568], [9.765925, 8.798333, 23.850499], [6.473832, 9.624507, 24.204489], [6.046551, 6.964558, 22.762551], [6.630479, 6.203281, 22.791776], [5.259450, 6.683079, 23.233287], [8.263899, 10.550625, 18.748376], [7.801774, 10.347334, 17.931831], [8.904594, 11.220531, 18.502517]],
  "forces_ev_per_angstrom": [[0.57, -0.18, -0.06], [-0.15, -0.14, 0.32], [0.41, -0.14, -0.40], [-0.20, 0.73, 0.00], [-0.26, -0.33, -0.32], [-0.59, 1.49, 1.15], [0.20, -0.27, -0.48], [-0.26, -0.59, -0.23], [0.13, -0.26, -0.53], [0.10, -0.07, 0.26], [0.34, -0.08, -0.17], [0.04, -0.72, -0.17], [-0.17, -0.50, 0.62], [0.00, 0.25, -0.15], [0.17, 0.04, -0.44], [0.15, 0.91, 0.22], [-0.11, -0.01, -0.07], [1.12, 0.42, -2.11], [-1.71, -1.09, 1.46], [0.29, -0.37, -1.58], [-0.29, 1.25, 1.26], [-0.67, 0.34, 0.65], [0.06, -0.45, 0.33], [0.43, 0.34, -0.17], [0.75, -0.12, 0.34], [-0.08, 0.05, -0.24], [0.27, -0.10, 0.08], [-0.40, -0.09, 0.20], [0.09, -0.07, -0.04], [1.02, -0.15, 0.08], [1.22, 0.43, 1.86], [-1.13, -0.15, -1.71], [-1.02, -0.25, -0.16], [0.04, -0.38, 0.11], [-0.63, -0.03, -0.15], [-0.08, -0.01, -0.06], [-0.10, 0.21, -0.09], [0.01, 0.86, -0.06], [-0.24, -0.18, -0.04], [0.20, -0.22, 0.50], [0.62, -0.13, -0.32], [0.37, -0.40, 0.18], [-1.78, 0.25, 0.79], [-0.08, 0.13, -0.64], [0.90, 0.13, -0.96], [-0.44, -0.16, -0.45], [0.23, -0.35, 0.47], [0.54, 0.04, 0.18], [-0.41, -0.30, -0.35], [0.39, 0.35, -0.36], [0.09, 0.42, 0.92], [-0.08, -0.05, 0.09], [0.30, -0.12, 0.06], [0.03, -0.10, 0.17], [0.21, -0.15, 0.04], [-0.22, 0.06, 0.14], [-0.01, -0.29, 0.22], [-0.31, 0.15, -0.20], [0.13, 0.14, 0.04]],
  "nbo_charge": [-0.92, 0.44, 0.45, 0.46, 0.45, -0.26, -0.75, 0.18, 0.18, 0.19, 0.50, -0.26, -0.74, 0.17, 0.16, 0.18, 0.48, -0.65, 0.09, -0.63, -0.77, 0.22, 0.23, 0.22, 0.20, 0.21, 0.22, 0.21, 0.46, -0.64, 0.10, -0.64, -0.76, 0.24, 0.21, 0.23, 0.17, 0.21, 0.21, 0.22, 0.48, -0.62, 0.10, -0.64, -0.75, 0.23, 0.21, 0.21, 0.17, 0.19, 0.21, 0.23, 0.46, -0.96, 0.49, 0.50, -0.96, 0.48, 0.48],
  "total_charge": 1,
  "gap_ev": 10.0,
  "e_lumo_ev": -2.422,
  "total_energy_ha": -1024.26117,
  "de_lowest_ev": 0.7770
}

No. 3
{
  "formula": "C3HF4O4S",
  "method": "ωB97M-V with the def2-TZVPD basis set",
  "symbols": ["C", "C", "C", "O", "O", "O", "O", "F", "F", "F", "F", "S", "H"],
  "coordinates": [[-1.899017, -0.915440, 0.997781], [1.437918, 0.113550, -1.123756], [1.901081, 0.848475, 0.046228], [-2.009992, -1.417860, 2.012321], [-2.076242, -0.291411, 0.016303], [-0.536030, -1.461051, -1.735624], [-0.034207, -1.535065, 0.665044], [1.053219, 1.685302, 0.788614], [2.842493, 1.767654, -0.342297], [2.561634, 0.071439, 0.910115], [1.607952, -2.490808, -1.062273], [0.405938, -1.204956, -0.693489], [0.691763, 0.712661, -1.689043]],
  "forces_ev_per_angstrom": [[-1.21, 2.19, -2.75], [-2.84, -0.02, 0.83], [1.37, 1.37, 0.04], [-0.56, -1.36, 2.84], [-0.46, -0.01, 0.84], [0.06, 0.03, -0.12], [2.45, -0.03, -1.15], [-0.07, -1.14, -0.29], [0.18, 0.31, -0.44], [-0.39, -0.37, 0.79], [-1.72, 1.38, 1.16], [2.44, -2.21, -1.78], [0.77, -0.13, 0.03]],
  "nbo_charge": [1.05, -0.89, 0.93, -0.55, -0.58, -0.92, -0.93, -0.38, -0.37, -0.33, -0.58, 2.31, 0.23],
  "total_charge": -1,
  "gap_ev": 9.0,
  "e_lumo_ev": 3.593,
  "total_energy_ha": -1213.59249,
  "de_lowest_ev": 0.7735
}

No. 4
{
  "formula": "CH7O2S",
  "method": "ωB97M-V with the def2-TZVPD basis set",
  "symbols": ["C", "S", "H", "H", "H", "H", "H", "O", "H", "H", "O"],
  "coordinates": [[-0.937649, 0.762881, 1.369397], [0.782191, 1.376475, 1.062069], [-1.572281, 1.505993, 0.881850], [-1.149322, -0.232166, 1.044383], [-1.153013, 0.847489, 2.437967], [0.461680, -0.037890, -1.977933], [1.779732, 0.507169, -2.377986], [1.139336, -0.152744, -2.636325], [-0.590376, -1.740290, 0.161764], [0.944744, -1.117921, 0.214619], [0.294956, -1.718999, -0.179808]],
  "forces_ev_per_angstrom": [[0.56, 1.86, 0.53], [-0.03, -0.63, -0.11], [-0.39, -0.43, -0.12], [-0.17, -0.48, -0.28], [-0.05, -0.23, 0.02], [-0.46, -0.17, 0.73], [0.27, 0.26, 0.17], [0.28, -0.06, -0.85], [0.17, 0.68, 0.74], [-0.98, 0.65, 0.60], [0.79, -1.45, -1.44]],
  "nbo_charge": [-0.73, -0.76, 0.18, 0.15, 0.17, 0.49, 0.47, -0.96, 0.47, 0.52, -1.00],
  "total_charge": -1,
  "gap_ev": 6.8,
  "e_lumo_ev": 4.194,
  "total_energy_ha": -590.98655,
  "de_lowest_ev": 0.7027
}

No. 5
{
  "formula": "C2H6N3",
  "method": "ωB97M-V with the def2-TZVPD basis set",
  "symbols": ["C", "C", "N", "N", "N", "H", "H", "H", "H", "H", "H"],
  "coordinates": [[0.772756, -0.249504, 0.525626], [-0.487888, 0.876370, -1.244427], [0.294831, 0.870145, 0.035448], [1.028271, -0.428755, 1.750899], [-1.468360, -0.021099, -1.232917], [1.150213, -1.117743, -0.039507], [-0.447680, 1.832853, -1.674046], [1.707866, -1.172101, 2.034733], [0.861926, 0.183144, 2.506788], [-2.189800, 0.079519, -1.950002], [-1.222136, -0.852828, -0.712595]],
  "forces_ev_per_angstrom": [[0.01, 0.63, -3.24], [1.02, -1.79, 7.77], [-1.63, -0.63, -4.35], [2.40, -2.36, 3.91], [1.55, 1.92, -2.17], [-0.52, 0.48, -0.62], [-0.28, 0.79, -1.45], [-1.16, 0.78, -0.60], [-0.55, 1.23, 0.45], [0.11, -0.80, 0.38], [-0.96, -0.24, -0.08]],
  "nbo_charge": [0.30, 0.40, -0.50, -0.69, -0.67, 0.19, 0.24, 0.43, 0.43, 0.44, 0.43],
  "smiles": "N/C=N/C=[NH2+]",
  "total_charge": 1,
  "gap_ev": 9.7,
  "e_lumo_ev": -4.962,
  "total_energy_ha": -243.78423,
  "de_lowest_ev": 1.3800
}

No. 6
{
  "formula": "C2H6N4O",
  "method": "ωB97M-V with the def2-TZVPD basis set",
  "symbols": ["C", "C", "H", "H", "H", "H", "H", "H", "N", "N", "N", "N", "O"],
  "coordinates": [[-0.961088, -0.341885, 0.501673], [1.433472, 0.215669, -1.458165], [-1.759785, 1.244216, 1.191565], [0.045506, 1.111471, 1.708916], [-2.925173, -0.178880, 0.409156], [-0.036114, -1.798880, -0.131430], [2.206890, -0.306893, 0.268945], [2.646558, 0.400073, -1.442554], [-0.807897, 1.102739, 0.859008], [-2.129893, -0.777857, 0.267146], [0.253643, -1.069609, 0.595470], [1.237886, -0.177807, -0.307129], [0.795994, 0.577643, -2.462600]],
  "forces_ev_per_angstrom": [[-2.19, 4.25, 1.88], [2.92, 4.47, -9.21], [0.63, 0.96, 0.69], [-3.68, 0.36, -2.95], [0.19, 0.51, -0.02], [1.06, 0.14, 1.39], [-3.50, 0.42, -1.97], [-2.17, -0.07, -0.61], [3.01, -2.82, 2.28], [1.91, -2.09, -0.38], [-0.97, 0.62, -5.38], [2.29, -5.15, 11.71], [0.51, -1.62, 2.56]],
  "nbo_charge": [0.54, 0.52, 0.37, 0.37, 0.36, 0.39, 0.41, 0.08, -0.84, -0.71, -0.42, -0.48, -0.60],
  "smiles": "[H]/N=C(\\N)NNC=O",
  "total_charge": 0,
  "gap_ev": 10.0,
  "e_lumo_ev": 0.250,
  "total_energy_ha": -373.92740,
  "de_lowest_ev": 4.9789
}